Entry 1:
The following is a DFT calculation (ωB97M-V/def2-TZVPD) of a molecular structure, C10H21IInNO3P2 at a distorted geometry.

- highest occupied orbital energy (spin up / spin down) (Eh) = -0.55732 / -0.55728
- F_max (eV Å⁻¹) = 4.5
- orbital gap (spin up / spin down) (eV) = 5.86 / 5.86

Geometry as ORCA input:
```
! RIJCOSX wB97M-V def2-TZVPD def2/J DEFGRID3
* xyz 2 1
H -2.229 4.131 1.210
H -0.897 3.468 2.218
H -2.329 2.462 1.899
H 0.500 -3.533 0.135
C 1.976 -2.275 2.496
H -1.805 1.889 -2.108
H -3.364 -2.099 -5.185
O -0.266 0.550 3.892
H -2.639 3.384 -1.494
H -4.135 -3.609 -4.666
H 2.232 -3.957 -0.129
H 0.953 -2.494 2.822
C -3.100 -2.627 -3.086
N 1.619 1.495 2.259
O 2.929 2.661 3.891
C -1.663 3.220 1.472
H 2.385 -1.487 3.141
C 1.476 -3.164 -0.197
H 3.799 -0.967 -0.524
In -0.115 -0.006 0.383
H 0.752 3.626 -1.384
C -2.218 2.404 -1.232
H -2.998 1.740 -0.845
O -3.830 -2.941 -2.179
C 0.150 0.618 2.791
H 2.609 -3.177 2.570
H 4.083 -0.672 1.205
C 0.156 3.949 -0.524
C 2.200 2.049 3.188
H 0.843 4.216 0.290
C -3.234 -2.987 -4.546
P 1.916 -1.662 0.772
H 1.325 -2.828 -1.229
H 4.270 -2.342 0.551
I -1.348 -1.382 -2.626
C 3.703 -1.400 0.477
H -2.379 -3.577 -4.912
P -0.850 2.510 -0.006
H -0.474 4.813 -0.788
*
```

=====

Entry 2:
The following is a DFT calculation (ωB97M-V/def2-TZVPD) of a gas-phase ion, C10H21IN3O4 (charge +1) at a distorted geometry.

- highest occupied orbital energy (Eh) = -0.41552
- F_max (eV Å⁻¹) = 2.1
- orbital gap (eV) = 7.76

Geometry as ORCA input:
```
! RIJCOSX wB97M-V def2-TZVPD def2/J DEFGRID3
* xyz 1 1
H -7.497 -2.439 -1.584
C -0.834 -0.404 1.890
C 2.448 0.728 0.980
H -0.951 -0.913 2.845
H 2.711 0.868 2.026
H 3.943 0.356 -1.779
C -6.775 -2.823 -0.879
H 6.475 0.501 -0.611
H 0.692 -1.437 0.846
I 6.273 -0.070 -3.218
C 5.892 0.992 -1.364
C -6.288 -1.690 -0.001
H -3.551 -1.159 -0.605
C -4.023 -1.040 0.369
O 6.278 2.300 -1.382
C 5.333 3.114 -2.007
C 0.598 -0.563 1.482
H -3.204 -0.484 2.248
H -7.267 -3.587 -0.300
H -1.095 0.643 2.028
N 2.877 1.905 0.254
H 2.949 -0.170 0.639
H 5.731 4.112 -2.010
H -4.428 -0.035 0.427
H 4.202 3.858 -0.502
H 5.160 2.838 -3.040
N 4.090 3.140 -1.215
H -6.995 -1.478 0.797
O 1.077 0.610 0.816
O -1.687 -1.010 0.940
C -2.997 -1.201 1.463
H -6.221 -0.789 -0.597
H -3.093 -2.180 1.915
C 3.809 1.970 -0.648
H 1.174 -0.769 2.379
H -5.922 -3.218 -1.406
H 2.384 2.765 0.468
O -5.020 -2.015 0.559
N 4.458 0.835 -1.044
*
```

=====

Entry 3:
The following is a DFT calculation (ωB97M-V/def2-TZVPD) of a single C10H21N2P molecule at a distorted geometry.

- highest occupied orbital energy (spin up / spin down) (Eh) = -0.25380 / -0.25650
- F_max (eV Å⁻¹) = 4.7
- orbital gap (spin up / spin down) (eV) = 6.86 / 6.99

Geometry as ORCA input:
```
! RIJCOSX wB97M-V def2-TZVPD def2/J DEFGRID3
* xyz 0 1
C -3.305 -1.677 0.203
H 2.487 1.737 -1.294
H 1.189 1.728 0.222
H 4.843 -1.109 -0.106
C 3.785 -1.278 -0.314
H 3.372 -1.997 0.370
H -0.478 -1.234 -0.927
H 3.836 2.103 -0.408
H -3.716 1.462 -1.075
H -2.326 0.181 1.876
H -3.142 -2.404 -0.658
H -3.306 0.197 -2.110
C 2.954 0.029 -0.145
H 3.977 0.240 1.672
H 3.983 1.048 -1.889
C 0.626 0.739 0.014
P 0.876 -1.539 -1.193
C -3.735 0.404 -1.105
C -3.117 0.587 1.354
H -1.231 1.730 0.432
C -2.912 -0.162 0.016
H -4.374 -1.808 0.378
H 3.707 -1.642 -1.313
N -1.528 -0.187 -0.272
C 3.417 1.265 -0.978
C -0.751 0.779 0.046
H -2.796 -2.073 1.179
C 2.958 0.284 1.365
H 2.480 -0.597 1.847
H 2.484 1.186 1.546
N 1.449 -0.162 -0.508
H -2.811 1.692 1.319
H -4.712 0.044 -1.176
H -4.180 0.434 1.630
*
```

=====

Entry 4:
The following is a DFT calculation (ωB97M-V/def2-TZVPD) of 2 unconnected molecules or ions with the total composition C10H21NO4 at a distorted geometry.

- highest occupied orbital energy (Eh) = -0.33627
- F_max (eV Å⁻¹) = 4.0
- orbital gap (eV) = 9.96

Geometry as ORCA input:
```
! RIJCOSX wB97M-V def2-TZVPD def2/J DEFGRID3
* xyz 0 1
H 0.542 -3.400 -0.011
C -0.054 2.029 1.203
H 0.293 2.032 -0.927
N -2.771 3.758 1.041
O 2.089 1.636 -0.002
H 0.430 1.610 2.074
H -0.796 -3.308 -1.174
H 3.015 -3.480 -1.357
O 0.678 -1.876 -1.386
H -1.445 -1.285 0.964
H 2.883 -3.616 -3.114
C 0.285 -3.213 -1.059
H -1.974 4.273 0.692
C 2.345 -3.342 -2.208
H 2.562 -1.187 -1.887
O -1.584 0.430 2.085
H 1.514 -1.625 -3.250
C 2.568 2.671 0.688
C 1.828 -1.912 -2.241
H -0.026 3.106 1.319
H 1.219 -5.124 -1.570
H 2.212 3.661 0.374
H -1.765 3.120 2.735
O 3.385 2.577 1.499
C 0.648 1.535 -0.030
H -2.998 -0.423 0.809
C -1.516 1.584 1.257
H -3.305 3.366 0.278
C 1.060 -4.132 -1.991
C -2.343 2.683 1.939
H -1.929 1.417 0.267
C -2.198 -0.697 1.479
H 0.526 -4.245 -2.938
H -2.571 -1.319 2.275
H 0.431 0.483 -0.153
H -3.235 2.212 2.322
*
```